1.
This record from the OMol25 dataset describes a molecular structure, C31H52BCaF4N5S2Si2 in a non-equilibrium geometry. The level of theory is ωB97M-V/def2-TZVPD.

Summary:
Calculated total energy: -107864.175 eV
Molecular weight: 741.98 g/mol

Geometry as ORCA input:
```
! RIJCOSX wB97M-V def2-TZVPD def2/J DEFGRID3
* xyz 0 1
Ca -2.19773 0.28561 -0.39252
C -5.12664 1.60236 0.52115
C -4.08504 1.94002 1.59544
N -2.78345 2.27835 0.99478
C -2.73397 3.57083 0.28295
C -2.09463 3.45660 -1.10600
N -2.62619 2.30058 -1.83695
C -4.03234 2.42472 -2.26965
C -4.86124 1.18846 -1.92085
N -4.59323 0.73350 -0.54451
H -5.98750 1.14121 1.00891
H -5.48937 2.52387 0.06055
H -4.47794 2.75363 2.21697
H -3.92747 1.07200 2.23540
H -2.08092 2.25151 1.72302
H -3.75613 3.94235 0.18442
H -2.18887 4.31788 0.86356
H -2.25139 4.40049 -1.64206
H -1.01887 3.30310 -1.00036
H -2.03461 2.09161 -2.63255
H -4.46200 3.30948 -1.79421
H -4.09572 2.58714 -3.34697
H -5.92160 1.41871 -2.07834
H -4.59399 0.37729 -2.59706
H -4.93896 -0.21381 -0.44136
S 0.50384 1.73095 0.98415
C 1.82221 1.05909 0.23754
N 2.90641 0.65767 0.87447
C 4.07138 0.12991 0.15791
C 4.21762 0.88317 -1.12622
N 2.98086 0.72040 -1.88983
C 3.14576 0.45248 -3.32658
C 3.87911 -0.84695 -3.54181
C 5.11940 -0.88357 -4.16378
C 5.78637 -2.09272 -4.33264
C 5.21416 -3.26835 -3.87239
C 3.96838 -3.23743 -3.25206
C 3.30322 -2.03339 -3.08922
C 1.79168 0.81336 -1.29573
S 0.34962 0.61332 -2.05856
C 3.08310 0.77295 2.32906
C 4.02125 1.89868 2.68147
C 5.25665 1.62338 3.25388
C 6.14184 2.65178 3.55776
C 5.79473 3.96497 3.28162
C 4.55930 4.24675 2.70667
C 3.67596 3.22118 2.40889
H 3.94358 -0.93867 -0.03333
H 4.94681 0.27266 0.78895
H 5.03684 0.47276 -1.71301
H 4.41705 1.94106 -0.93472
H 3.68742 1.28956 -3.77238
H 2.15465 0.41053 -3.76852
H 5.56628 0.03687 -4.52418
H 6.75094 -2.11305 -4.82340
H 5.73199 -4.20995 -4.00107
H 3.51030 -4.15495 -2.90600
H 2.32265 -2.01005 -2.62397
H 3.49577 -0.17675 2.67297
H 2.10009 0.90421 2.77230
H 5.52745 0.59605 3.47387
H 7.09930 2.42416 4.00782
H 6.48068 4.76839 3.51621
H 4.28214 5.27158 2.49558
H 2.70829 3.44060 1.96988
C -3.59111 -4.47231 1.47551
Si -2.97818 -3.01633 0.45531
C -1.47842 -3.63139 -0.48898
C -4.38849 -2.70311 -0.75842
C -2.60750 -1.50050 1.38220
Si -1.36973 -1.56328 2.68815
C -1.58967 -2.87983 4.01436
C 0.37104 -1.84519 2.01108
C -1.35091 0.03683 3.69332
H -3.97432 -5.27087 0.83175
H -4.39683 -4.16549 2.14974
H -2.79171 -4.89623 2.08915
H -1.77936 -4.30443 -1.29650
H -0.80427 -4.17931 0.17676
H -0.91841 -2.81405 -0.95093
H -4.72068 -3.63786 -1.21915
H -4.10109 -2.04035 -1.58038
H -5.25576 -2.27998 -0.23473
H -3.55532 -1.18474 1.86191
H -1.43951 -3.88424 3.60821
H -2.60264 -2.84240 4.42639
H -0.88176 -2.74484 4.83916
H 0.51965 -2.89657 1.74753
H 1.12159 -1.58188 2.76398
H 0.56035 -1.25112 1.11272
H -2.33587 0.22219 4.13621
H -1.07085 0.90729 3.09711
H -0.63177 -0.03167 4.51687
F -3.37601 -0.63542 -4.06611
B -2.19378 -1.22020 -3.62435
F -2.04047 -0.74354 -2.18755
F -2.25054 -2.58423 -3.58098
F -1.09299 -0.72509 -4.29463
*
```

=====

2.
This record from the OMol25 dataset describes 12 unconnected molecules or ions with the total composition C41H65N8O4S3 in a non-equilibrium geometry. The level of theory is ωB97M-V/def2-TZVPD.

Summary:
Calculated total energy: -96183.324 eV
Molecular weight: 830.22 g/mol

Geometry as ORCA input:
```
! RIJCOSX wB97M-V def2-TZVPD def2/J DEFGRID3
* xyz -1 1
C -0.17941 1.52036 0.53772
C 0.51362 0.55557 -0.46850
C 1.37307 -0.50715 0.20947
O -0.35316 -0.01067 -1.39578
H 0.51624 1.96378 1.25014
H -0.88845 0.97244 1.15832
H -0.65157 2.38017 0.06243
H 1.28310 1.13623 -0.97726
H 0.74306 -1.15131 0.82285
H 2.03864 -0.01644 0.91963
H 1.96749 -1.10655 -0.48008
C 0.10343 5.07762 0.97674
S -1.58858 5.35623 1.79025
O -1.40615 5.22403 3.28689
C -1.89854 7.16348 1.36253
H 0.58442 4.27206 1.53156
H 0.74689 5.95567 1.03223
H 0.04110 4.77093 -0.06737
H -1.18376 7.84356 1.82586
H -2.84032 7.36085 1.87458
H -1.87051 7.34349 0.28786
C -1.73600 -2.61224 1.62580
S -1.66744 -2.40958 3.48569
O -0.87458 -3.62961 3.91039
C -0.37909 -1.12620 3.55614
H -1.27163 -3.54182 1.29665
H -1.34254 -1.80976 1.00185
H -2.79040 -2.65173 1.35234
H -0.84241 -0.18373 3.26426
H 0.50575 -1.38961 2.97668
H 0.01471 -1.03348 4.56828
C 5.48872 -0.15419 -0.77343
S 4.14929 -0.59560 -1.97342
O 4.75036 -0.39711 -3.36149
C 4.12678 -2.44064 -1.81838
H 5.74637 0.89725 -0.90063
H 6.43653 -0.64044 -1.00432
H 5.22056 -0.41370 0.25071
H 5.10337 -2.88005 -2.02160
H 3.45740 -2.96300 -2.50187
H 3.86477 -2.71284 -0.79595
N 1.97406 -6.28812 2.05464
C 1.74760 -4.96982 2.36246
C 2.50445 -4.11087 1.55092
C 3.42924 -5.03998 0.94940
C 2.92719 -6.34500 1.13715
H 1.46829 -7.04957 2.48417
H 1.00496 -4.70168 3.09934
H 2.56902 -3.03415 1.49713
H 4.22778 -4.56146 0.40190
H 3.31223 -7.24498 0.68089
N -2.91594 -1.43140 -1.14658
C -3.96276 -0.68633 -0.54029
C -5.03296 -1.47329 -0.43610
C -4.61621 -2.78154 -0.82402
C -3.29813 -2.74482 -1.18890
H -2.01529 -1.02857 -1.36260
H -3.87991 0.37209 -0.34206
H -6.07923 -1.28293 -0.24773
H -5.22422 -3.66874 -0.72602
H -2.60681 -3.52771 -1.46380
N -1.35904 3.19274 4.95250
C -0.45619 2.20025 4.93461
C -0.45325 1.66500 6.17986
C -1.40677 2.36772 6.94572
C -1.90906 3.39878 6.21298
H -1.49295 3.78134 4.14274
H 0.02994 1.90225 4.01740
H 0.10955 0.80142 6.50216
H -1.56100 2.22512 8.00510
H -2.52794 4.26256 6.40607
N -0.98565 -0.59376 -4.35774
C -0.62110 0.22424 -5.40918
C -1.45956 -0.01410 -6.47930
C -2.27435 -1.06979 -6.21354
C -2.01511 -1.41016 -4.84699
H -0.74197 -0.50415 -3.38168
H 0.06733 1.05185 -5.32240
H -1.41717 0.48821 -7.43443
H -3.00885 -1.47843 -6.89173
H -2.58529 -2.02348 -4.16498
N 2.68071 0.49014 5.71438
C 2.84694 1.46026 4.81077
C 2.95098 0.86378 3.53846
C 2.91535 -0.52249 3.72203
C 2.80367 -0.73760 5.07091
H 2.48635 0.59762 6.69966
H 2.95126 2.46731 5.18675
H 3.02851 1.38067 2.59335
H 2.94560 -1.30905 2.98257
H 2.75771 -1.62175 5.68942
N 0.17696 -3.21307 -2.27261
C 0.42307 -3.91441 -1.13480
C -0.03694 -5.20607 -1.37240
C -0.20519 -5.34709 -2.69824
C -0.21381 -4.07015 -3.30270
H 0.33596 -2.21620 -2.30551
H 0.63444 -3.36782 -0.22763
H -0.05347 -6.00244 -0.64307
H -0.41272 -6.22906 -3.28600
H -0.48275 -3.73725 -4.29430
N -2.64892 2.04086 -2.02336
C -3.11495 2.10593 -3.31738
C -4.12644 2.99012 -3.25484
C -4.24101 3.56475 -2.03364
C -3.27215 2.99916 -1.26015
H -1.97978 1.38865 -1.64000
H -2.78706 1.44504 -4.10613
H -4.82168 3.08567 -4.07577
H -4.98900 4.29957 -1.77491
H -3.11814 3.16792 -0.20460
N 0.87542 2.37917 -3.22737
C 0.29981 3.60927 -3.48898
C 1.03434 4.19685 -4.46293
C 1.95644 3.22425 -4.87410
C 1.99081 2.19091 -3.97817
H 0.55427 1.69886 -2.55347
H -0.62489 3.84960 -2.98542
H 0.84434 5.12536 -4.98077
H 2.58287 3.30035 -5.75057
H 2.57666 1.28755 -3.89371
*
```

=====

3.
This record from the OMol25 dataset describes a gas-phase ion, CH3F3OP (charge +1) in a non-equilibrium geometry. The level of theory is ωB97M-V/def2-TZVPD.

Summary:
Calculated total energy: -20560.623 eV
Molecular weight: 119.00 g/mol

Geometry as ORCA input:
```
! RIJCOSX wB97M-V def2-TZVPD def2/J DEFGRID3
* xyz 1 3
C 1.32672 0.15179 -0.11184
O -0.00359 0.35396 -0.63663
F -2.41477 0.88281 -0.30484
F -1.74463 -1.36296 -0.45427
F -1.22399 -0.32301 1.51260
P -1.24865 -0.05262 0.02860
H 1.49357 0.13996 0.99390
H 2.07501 0.89511 -0.37546
H 1.74032 -0.68503 -0.65206
*
```

=====

4.
This record from the OMol25 dataset describes 2 unconnected molecules or ions with the total composition C4H8FN2 in a non-equilibrium geometry. The level of theory is ωB97M-V/def2-TZVPD.

Summary:
Calculated total energy: -9962.259 eV
Molecular weight: 103.12 g/mol

Geometry as ORCA input:
```
! RIJCOSX wB97M-V def2-TZVPD def2/J DEFGRID3
* xyz 1 1
C -0.26515 1.60067 1.36491
C 0.66042 -0.47176 0.54176
C -1.72865 1.92424 1.64607
C 0.79116 -2.12051 -2.06860
N 0.30357 0.50629 1.15246
N 0.65593 -0.79196 -1.93496
F 1.19508 -1.53605 1.05697
H 0.49535 2.40732 1.61280
H -2.02675 2.00193 2.73897
H -2.10943 2.93772 1.36677
H -2.36336 1.18001 1.14301
H 1.09011 -2.22807 -3.26052
H 0.05262 -2.83239 -1.67224
H 1.79272 -2.37062 -1.67871
H 1.45637 -0.20679 -2.00870
*
```

=====

5.
This record from the OMol25 dataset describes 20 unconnected molecules or ions with the total composition H39O20 in a non-equilibrium geometry. The level of theory is ωB97M-V/def2-TZVPD.

Summary:
Calculated total energy: -41584.670 eV
Molecular weight: 359.29 g/mol

Geometry as ORCA input:
```
! RIJCOSX wB97M-V def2-TZVPD def2/J DEFGRID3
* xyz -1 1
O -1.29299 -1.56068 3.41320
H 0.96033 -2.41150 2.10003
O 3.86272 0.44928 -2.94407
H 3.46220 1.03076 -2.25692
H 4.34233 -0.27173 -2.51767
O 1.32780 1.76845 0.17974
H 1.01589 1.84252 -0.71344
H 0.74450 1.22070 0.69691
O -0.86847 -0.29425 -1.40698
H -0.68047 -0.56850 -0.48029
H -1.06532 -0.73514 2.28148
O -0.90360 -0.14608 1.31276
H -1.74661 -2.34128 3.15824
H -1.25616 0.64667 1.69879
O -2.84931 0.52703 3.28755
H -2.13221 -0.21707 3.28924
H -0.71712 0.71755 -1.19595
O 1.00997 -0.43446 -3.45332
H 1.95029 -0.48320 -3.35559
H 0.58994 -0.13447 -2.66513
O -1.13110 3.65938 -0.38115
H 0.14713 -0.30094 3.93908
H -2.06775 1.68989 5.04099
O -2.05924 -1.14094 -4.63031
H -1.64328 -0.40711 -5.09528
H -1.63521 -1.16517 -3.78142
O -2.16587 2.57723 -3.57911
H -2.81280 1.88112 -3.24349
H -1.98666 3.07763 -2.70942
O 0.91308 0.25593 3.67303
H -0.80209 -2.32942 -1.07565
H 1.62910 -0.11819 4.21989
O 1.83306 -2.12397 1.73544
H 1.54720 -1.17516 1.61765
H -2.96613 0.49277 2.34912
O -1.38942 -2.65099 -1.91831
H -0.61939 -2.99161 -2.38953
H -0.64186 4.42008 -0.09251
O -1.21021 1.40399 5.39740
H -1.15295 3.18937 0.44863
H -1.15307 0.73492 4.68919
O 4.68668 -1.86733 -0.40217
H 4.49855 -1.20084 -1.04635
H 4.00880 -1.74565 0.25858
O -0.83423 3.28324 2.86108
H -0.98184 3.12469 3.85733
H -0.27552 2.57931 2.57876
O 0.88630 -4.29271 0.25609
H 1.27339 -3.54102 0.67424
H 0.80943 -5.13585 0.68969
O -4.00259 -0.62023 -2.67530
H -3.19741 -0.98761 -2.35955
H -3.97479 -0.66382 -3.67297
O 0.88730 -3.59623 -3.90685
H 1.70674 -3.11077 -3.90283
H 0.25657 -3.04897 -4.37171
O 2.94310 4.55563 2.38277
H 2.04394 4.34934 2.67655
H 2.87931 4.33544 1.45980
*
```

=====

6.
This record from the OMol25 dataset describes a molecular structure, Cl3HgO12 in a non-equilibrium geometry. The level of theory is ωB97M-V/def2-TZVPD.

Summary:
Calculated total energy: -66278.032 eV
Molecular weight: 498.94 g/mol

Geometry as ORCA input:
```
! RIJCOSX wB97M-V def2-TZVPD def2/J DEFGRID3
* xyz 0 2
Hg 24.40900 -26.52614 25.80663
Cl 22.35884 -24.30081 23.37195
O 21.73174 -24.83944 22.26403
O 21.34306 -24.27754 24.36218
O 23.41635 -25.15975 23.62727
O 23.03095 -23.12605 23.23086
Cl 25.71694 -28.34331 23.55698
O 26.09689 -28.20153 22.15231
O 24.40198 -28.45961 23.76831
O 26.62463 -28.83721 24.52647
O 25.93015 -26.97188 23.87608
Cl 25.76164 -28.77692 28.65535
O 25.79481 -27.71806 27.59524
O 27.17049 -29.00421 28.93250
O 25.17878 -28.15498 29.79987
O 25.06447 -30.03864 28.46689
*
```